Entry 1:
Here is a structure of composition C19H53Ag2N4O6 in a non-equilibrium geometry from OMol25. Energies are from the ωB97M-V functional and the def2-TZVPD basis.

XYZ file:
```
84
C19H53Ag2N4O6 (the ωB97M-V functional and the def2-TZVPD basis)
Ag 2.12736 1.54336 -3.61145
Ag 3.19228 0.26470 -0.29447
C 0.29029 -0.79261 -1.86962
O 1.43599 0.03908 -1.79120
H 0.40315 -1.82375 -1.53480
H -0.60324 -0.40668 -1.37893
H 0.07518 -0.92997 -2.92931
C -3.29348 -3.48880 5.47986
C -2.07707 -3.69120 4.67301
C -1.87772 -2.79894 3.39911
O -2.46599 -3.29671 2.27048
C -2.24033 -2.65224 1.03391
N -0.90489 -3.61967 5.58481
H -4.17070 -3.46130 4.83347
H -3.41444 -2.51279 5.94985
H -3.39300 -4.34058 6.15267
H -2.15513 -4.68646 4.23544
H -0.82556 -2.52112 3.33691
H -2.31043 -1.82525 3.62885
H -2.86729 -3.10088 0.26337
H -1.16996 -2.68928 0.83130
H -2.44718 -1.59885 1.22282
H -0.74376 -2.71114 5.99554
H -0.10376 -4.01674 5.11511
C 5.10700 -3.53414 -2.18401
C 4.03556 -2.67077 -1.49192
C 4.01061 -2.82753 0.09647
O 3.22245 -1.70903 0.64174
C 2.97951 -1.86743 2.07110
N 4.36594 -1.29996 -1.86925
H 6.10976 -3.48562 -1.75950
H 5.19745 -3.30665 -3.24616
H 4.76373 -4.55984 -2.04908
H 3.02913 -2.97111 -1.78345
H 4.93936 -2.83267 0.66700
H 3.51247 -3.77757 0.28982
H 3.84012 -2.29357 2.58670
H 2.06373 -2.36860 2.38462
H 2.98726 -0.82305 2.38306
H 5.36688 -1.42817 -1.91151
H 4.02817 -1.17661 -2.81306
C 0.18590 0.10400 1.98904
C 0.59273 1.35905 1.33303
C 0.07495 2.51232 2.24340
O -1.33505 2.56938 2.26392
C -1.79892 3.86733 2.69097
N 2.08008 1.44776 1.31202
H 0.43956 -0.79308 1.42423
H -0.89385 -0.01043 2.08458
H 0.69281 -0.09323 2.93362
H 0.31643 1.35072 0.27866
H 0.50542 3.44949 1.89055
H 0.49085 2.46527 3.24984
H -1.57964 4.63927 1.95332
H -1.42575 4.13816 3.67865
H -2.88682 3.89061 2.75455
H 2.23927 2.44067 1.21766
H 2.39877 1.47958 2.26989
C -1.02566 4.54644 -2.72080
C -0.27719 3.28082 -3.16093
C -0.67122 2.59910 -4.51642
O 0.09722 1.38427 -4.46495
C -0.11112 0.47436 -5.53766
N 1.14177 3.56663 -3.09260
H -0.69051 5.24465 -3.48780
H -0.73569 4.85478 -1.71634
H -2.11112 4.44786 -2.73364
H -0.49548 2.55182 -2.38054
H -0.27432 3.18149 -5.34792
H -1.75369 2.48983 -4.58287
H 0.36522 0.68020 -6.49622
H -1.14482 0.34555 -5.85856
H 0.28288 -0.46130 -5.14094
H 1.16418 4.36535 -3.71038
H 1.29388 3.87392 -2.14259
C -3.31859 2.15314 -0.64912
C -4.26606 1.20232 -1.35348
O -4.47786 1.56183 -2.70983
H -3.33704 3.20848 -0.92114
H -2.32801 1.84147 -0.98032
H -3.51939 2.20143 0.42114
H -5.17936 1.02713 -0.78489
H -3.83957 0.20630 -1.23449
H -4.90491 2.40579 -2.87403
```

E_HOMO (alpha / beta) = -18.114 / -18.113 eV
Max |F| = 3.972 eV/A
Multiplicity = 4
LUMO level (alpha / beta) = -11.74 / -15.94 eV
E = -1718.279096 Ha
Net charge = +4

Entry 2:
Here is a cluster of 6 separate species, C19H53N5O9 in total in a non-equilibrium geometry from OMol25. Energies are from the ωB97M-V functional and the def2-TZVPD basis.

XYZ file:
```
86
C19H53N5O9 (the ωB97M-V functional and the def2-TZVPD basis)
C -7.43794 -14.21768 13.43151
O -7.36117 -13.98555 14.82300
C -6.48962 -14.86940 15.49735
C -6.77883 -14.86783 16.97257
N -5.89783 -15.72152 17.74162
C -6.18688 -15.63463 19.15227
C -5.40059 -16.61089 20.01742
O -4.15260 -16.09562 20.39745
C -3.67252 -16.53299 21.66219
H -6.46651 -14.35655 12.94039
H -7.87268 -13.33444 12.97142
H -8.00883 -15.13783 13.28957
H -5.48207 -14.52514 15.24276
H -6.64518 -15.90976 15.16794
H -7.86209 -14.94786 17.14237
H -6.53792 -13.86647 17.35601
H -5.75142 -16.65988 17.40191
H -7.24127 -15.86425 19.37852
H -6.02700 -14.64765 19.59453
H -5.25012 -17.53071 19.42672
H -5.99548 -16.84845 20.90854
H -3.65559 -17.62429 21.69244
H -4.20141 -15.99598 22.45519
H -2.64997 -16.14641 21.67534
C -9.33100 -5.77562 11.10736
O -8.64025 -6.50416 10.12525
C -9.16126 -7.80346 9.89929
C -9.23437 -8.86501 11.00943
N -8.04795 -9.67960 11.18158
C -6.87375 -8.98249 11.67648
C -5.64952 -9.89439 11.48247
O -5.62577 -10.49564 10.20369
C -5.44513 -9.66284 9.07543
H -10.36681 -5.49082 10.88719
H -8.74362 -4.85768 11.17637
H -9.35011 -6.22621 12.10590
H -8.60696 -8.28534 9.08502
H -10.14757 -7.67115 9.43302
H -10.00569 -9.50647 10.57779
H -9.62221 -8.38982 11.91103
H -7.77428 -10.09658 10.29522
H -6.96928 -8.73744 12.73827
H -6.69466 -7.99955 11.21853
H -5.70364 -10.71932 12.19028
H -4.70418 -9.35119 11.58301
H -5.24175 -10.31744 8.23345
H -4.60635 -8.96977 9.21387
H -6.35092 -9.06358 8.93702
C -5.34805 -13.75736 9.01918
O -6.58870 -14.30780 8.65673
C -6.49864 -15.01514 7.43206
C -7.88453 -15.33844 6.87467
N -8.53954 -14.09020 6.44302
C -9.79449 -14.46302 5.73516
C -10.93826 -14.40283 6.75282
O -11.21549 -13.08393 7.09622
C -12.20853 -13.01529 8.10049
H -4.89532 -13.22696 8.17413
H -4.67976 -14.55887 9.36951
H -5.30635 -13.06253 9.85918
H -5.93910 -15.94659 7.58207
H -5.90008 -14.42778 6.72807
H -8.56505 -15.77365 7.59771
H -7.62655 -15.97940 6.02519
H -8.07122 -13.48913 5.77414
H -9.78562 -15.47514 5.32505
H -10.08991 -13.73420 4.97802
H -10.63760 -15.04373 7.59988
H -11.83461 -14.94839 6.41640
H -13.10002 -13.58541 7.81442
H -12.56573 -12.00455 8.28096
H -11.83553 -13.45898 9.02845
N -12.07000 -13.34771 12.06958
C -11.97431 -14.68215 11.85656
N -10.81716 -15.06776 11.26788
O -12.86659 -15.49596 12.12977
H -11.32320 -12.75779 11.72762
H -12.95512 -12.93356 12.28608
H -10.09875 -14.39365 11.05594
H -10.85437 -15.98210 10.85818
O -9.69893 -12.24866 10.66829
H -8.93638 -11.68731 10.86852
H -9.87495 -12.08563 9.72781
O -8.38612 -11.82040 8.20987
H -8.77344 -12.50113 7.61994
H -7.75523 -12.31545 8.75157
```

E_HOMO = -8.518 eV
Max |F| = 2.598 eV/A
SMILES = COCCNCCOC.COCCNCCOC.COCCNCCOC.NC(N)=O.O.O
LUMO level = 0.66 eV
E = -1706.531557 Ha

Entry 3:
Here is a structure of composition C19H55BCsN5O7 in a non-equilibrium geometry from OMol25. Energies are from the ωB97M-V functional and the def2-TZVPD basis.

XYZ file:
```
88
C19H55BCsN5O7 (the ωB97M-V functional and the def2-TZVPD basis)
Cs 25.66782 27.02693 19.75516
B 25.19048 24.74818 17.51131
H 24.15319 24.81872 17.94399
H 25.89833 24.49325 18.34532
H 25.27618 23.85224 16.79379
H 25.46604 25.71370 17.00512
C 28.32424 18.96067 13.57092
C 28.01249 20.12172 14.51748
C 28.21599 21.46261 13.74767
C 26.98001 21.81013 12.92538
C 25.75772 21.95466 13.81816
C 25.40600 20.64200 14.57603
N 26.65585 20.11672 15.13475
O 26.48099 18.87286 15.82380
C 24.36638 20.95878 15.69164
C 24.74695 19.64159 13.63492
C 29.05487 20.16421 15.63364
H 29.10227 19.18848 12.84183
H 27.45208 18.79170 12.93553
H 28.59176 18.06642 14.13188
H 28.55054 22.24506 14.42929
H 29.01640 21.34685 13.01322
H 26.86997 21.07548 12.12608
H 26.98326 22.79178 12.44118
H 24.86385 22.23909 13.25718
H 25.84374 22.72944 14.58375
H 23.86155 20.09488 16.11564
H 24.88763 21.46450 16.50795
H 23.76509 21.68986 15.14985
H 23.88180 20.15124 13.19232
H 25.40732 19.31119 12.83776
H 24.22699 18.85458 14.18265
H 28.80885 19.36715 16.34566
H 29.08869 21.09242 16.19832
H 30.00962 19.81219 15.24018
H 26.66078 19.18071 16.71740
C 23.93612 25.40527 13.78512
O 23.75463 25.59633 12.58883
N 22.92281 25.15090 14.65249
N 25.15112 25.41114 14.41826
H 22.01337 25.14919 14.21914
H 23.09855 24.91895 15.60991
H 25.19254 25.46493 15.43871
H 25.98349 25.58580 13.89062
C 28.50652 23.09538 18.03629
O 29.61696 22.78745 18.50846
N 27.52412 22.20406 17.84531
N 28.32728 24.32514 17.49380
H 27.59592 21.22110 18.03015
H 26.61468 22.44742 17.48932
H 29.20229 24.82359 17.50955
H 27.37745 24.70927 17.49951
C 21.20556 23.82066 17.26568
C 20.54336 23.29532 15.99201
O 20.10150 24.36906 15.14099
H 22.26142 24.10232 17.19507
H 21.35154 23.08466 18.06032
H 20.72468 24.75386 17.56505
H 19.76934 22.58350 16.28659
H 21.25060 22.73936 15.37487
H 19.21954 24.52818 15.49863
C 23.16284 21.53316 21.38663
C 24.43817 21.96374 20.67109
O 24.23751 23.24323 20.10197
H 22.30007 21.28768 20.75699
H 22.69962 22.09742 22.20233
H 23.21143 20.57066 21.91776
H 24.65749 21.24384 19.87929
H 25.24514 22.02167 21.41049
H 24.62430 23.16404 19.22304
C 20.97726 27.56844 20.77315
C 22.12193 26.55097 20.71665
O 23.10640 27.02670 21.62848
H 21.04015 28.39609 20.06828
H 20.81280 27.97810 21.76899
H 20.05044 27.03360 20.54665
H 22.36063 26.39490 19.66040
H 21.83132 25.56855 21.09614
H 23.58872 26.25819 21.94138
C 28.95294 25.77204 14.05990
C 29.01705 27.08959 14.82300
O 28.66396 26.78697 16.18156
H 29.42406 25.89192 13.07286
H 27.97654 25.42159 13.73275
H 29.56010 24.98896 14.50819
H 28.35504 27.89395 14.48707
H 30.00877 27.54002 14.86277
H 27.90524 26.19895 16.19328
```

E_HOMO = -7.888 eV
Max |F| = 2.705 eV/A
LUMO level = -0.76 eV
E = -1602.260555 Ha

Entry 4:
Here is a structure of composition C19H55InNO18P4 in a non-equilibrium geometry from OMol25. Energies are from the ωB97M-V functional and the def2-TZVPD basis.

XYZ file:
```
98
C19H55InNO18P4 (the ωB97M-V functional and the def2-TZVPD basis)
C -1.72937 -3.54325 5.26905
C -0.34700 -2.87983 5.22391
C -0.49704 -1.40561 5.65512
C 0.27371 -3.01053 3.80705
C 1.74875 -2.61588 3.88082
C -0.50114 -2.18545 2.79288
O 0.08124 -2.28137 1.51661
In -1.00750 -1.05349 0.18276
O -1.66688 -2.10015 -1.49176
C 0.14006 0.80166 -0.30254
N -0.83729 1.90793 -0.57373
H -1.74521 -4.47595 4.71019
H -2.07875 -3.68492 6.28959
H -2.43637 -2.88412 4.77386
H 0.31413 -3.36251 5.94109
H -1.44973 -1.02750 5.29920
H 0.27046 -0.80977 5.16541
H -0.36632 -1.24812 6.72278
H 0.20759 -4.04977 3.48884
H 2.12443 -2.99000 4.83589
H 2.34928 -3.09640 3.11771
H 1.90838 -1.54137 3.89263
H -1.52493 -2.58404 2.76006
H -0.58494 -1.13539 3.10203
H -2.48221 -0.50575 1.04716
H -2.61911 -2.24062 -1.35005
H 0.74144 1.03007 0.57431
H 0.81714 0.68989 -1.14672
H -1.76515 1.56545 -0.34523
H -0.65257 2.64689 0.09553
C -1.54992 1.47740 -7.33095
O -0.70463 1.83271 -6.23375
P -0.19716 3.32712 -6.11677
O 0.80991 3.74368 -7.09608
O 0.26401 3.44428 -4.62105
C -0.56749 2.86088 -3.57965
O -1.56353 4.15118 -6.20958
C -1.45211 5.57497 -6.26445
H -1.60073 0.39261 -7.36210
H -2.55136 1.87799 -7.17663
H -1.14313 1.84838 -8.27304
H -0.29029 1.82283 -3.42637
H -1.62256 2.92197 -3.84562
H -0.40473 3.40573 -2.65885
H -0.91218 5.95096 -5.39415
H -2.46063 5.98068 -6.26224
H -0.93864 5.88069 -7.17565
C -6.18965 -1.98062 -0.85039
O -6.40831 -1.46031 0.46798
P -6.49567 0.10956 0.64570
O -5.25977 0.85476 0.47837
O -7.16458 0.25819 2.07875
C -8.23227 -0.61899 2.44569
O -7.65722 0.49736 -0.38497
C -7.90601 1.89361 -0.56735
H -5.93168 -3.03039 -0.74554
H -7.09924 -1.88967 -1.44434
H -5.36887 -1.45700 -1.34080
H -7.82438 -1.52003 2.90072
H -8.84245 -0.89096 1.58407
H -8.85430 -0.09783 3.17032
H -8.15062 2.36868 0.38420
H -8.75243 1.98825 -1.24334
H -7.03405 2.37822 -1.00448
C 7.23781 1.44047 -8.96750
O 6.25959 0.45823 -8.61759
P 5.06283 0.90666 -7.66981
O 5.40539 1.13626 -6.27233
O 4.00030 -0.24877 -7.89468
C 3.77267 -0.74622 -9.21454
O 4.49528 2.16656 -8.44999
C 3.42900 2.92046 -7.81980
H 8.07946 0.91766 -9.41479
H 6.82329 2.14074 -9.69228
H 7.57736 1.98147 -8.08383
H 4.46655 -1.55899 -9.42473
H 3.89014 0.03709 -9.96379
H 2.75321 -1.12291 -9.25314
H 2.58012 2.27958 -7.61574
H 3.12545 3.70178 -8.50722
H 3.78602 3.36611 -6.89398
C 2.34121 0.07165 8.54299
O 2.68701 -1.09831 9.30187
P 3.66757 -2.13520 8.61432
O 3.08294 -2.92889 7.54400
O 4.21861 -2.96821 9.84873
C 4.55884 -2.28262 11.05730
O 4.89654 -1.21627 8.17945
C 5.92077 -1.84179 7.39547
H 1.49591 0.55113 9.02816
H 3.18180 0.76471 8.53023
H 2.06480 -0.19513 7.52258
H 3.68045 -2.21087 11.69649
H 4.94501 -1.28345 10.85605
H 5.32680 -2.86443 11.56188
H 6.33693 -2.70139 7.92312
H 6.70323 -1.10476 7.23632
H 5.51867 -2.15930 6.43468
```

E_HOMO = -4.448 eV
Max |F| = 1.028 eV/A
LUMO level = 2.13 eV
E = -3721.934757 Ha
Net charge = -1

Entry 5:
Here is a structure of composition C19H55Li2O16 in a non-equilibrium geometry from OMol25. Energies are from the ωB97M-V functional and the def2-TZVPD basis.

XYZ file:
```
92
C19H55Li2O16 (the ωB97M-V functional and the def2-TZVPD basis)
Li -2.86123 0.07933 -1.43939
Li -0.50459 2.61880 -1.09849
C 0.76675 -0.37069 -0.74447
C -0.38019 -0.01621 0.21586
O -1.33055 0.95097 -0.26498
H 1.53104 -0.86092 -0.14147
H 1.19268 0.47706 -1.28115
H 0.54560 -1.15320 -1.47033
H 0.05323 0.27277 1.17333
H -1.00613 -0.88845 0.40427
C 2.32162 -1.62187 -3.83997
C 3.38653 -0.79873 -4.52016
C 3.71441 0.57645 -3.83016
O 4.60380 -1.44638 -4.36441
H 2.60869 -2.09343 -2.90012
H 1.94170 -2.40429 -4.49691
H 1.44190 -1.00034 -3.67297
H 3.13182 -0.61905 -5.56464
H 3.61957 0.48099 -2.74849
H 3.02196 1.31163 -4.24019
H 4.68283 0.96450 -4.14585
H 4.57091 -1.92106 -3.53062
C 0.02721 4.28482 1.55661
C -0.22648 3.24060 2.70646
O -1.22437 3.73890 3.58000
O 0.63392 3.70232 0.44959
H 0.53724 5.17619 1.92190
H -0.91870 4.65955 1.16554
H 0.66331 3.00051 3.28846
H -0.48501 2.24661 2.34142
H -0.93513 4.58129 3.93819
H 1.55045 3.64832 0.73008
C 1.09320 5.40390 -2.45878
C 1.12928 4.09678 -3.33155
O 1.17043 3.00355 -2.39419
O 2.40923 5.82736 -2.03182
H 0.50378 5.23471 -1.55764
H 0.60029 6.20992 -3.00236
H 1.88658 4.07963 -4.11532
H 0.20464 3.91644 -3.87983
H 2.09577 2.95691 -2.14286
H 2.46772 6.78500 -1.99876
C 3.30200 -2.28344 2.26099
C 3.49991 -0.74552 2.30398
O 4.85259 -0.36619 2.53327
O 3.51286 -2.71210 0.92427
H 2.27471 -2.32789 2.62266
H 4.02788 -2.78310 2.90249
H 2.86479 -0.29357 3.06586
H 3.17958 -0.27233 1.37577
H 5.01277 0.55757 2.73972
H 3.23410 -3.62901 0.86807
C -0.62532 -4.43061 -0.71347
C 0.12695 -4.21514 -2.07108
O -0.62498 -3.42437 -3.02138
O -1.70942 -5.32905 -0.78321
H -0.81695 -3.45797 -0.26032
H 0.06343 -5.00508 -0.09402
H 0.33682 -5.19092 -2.50915
H 1.06608 -3.69882 -1.87224
H -0.09468 -3.13376 -3.76700
H -2.18295 -5.27565 0.05017
C -0.47157 -0.99070 3.63744
C -0.73403 -2.50105 3.21058
O -1.98893 -3.03745 3.72818
O -0.26380 -1.05781 5.06255
H -1.18922 -0.24528 3.29478
H 0.47814 -0.66559 3.21262
H 0.14759 -3.00443 3.60736
H -0.74606 -2.56550 2.12254
H -1.98380 -2.98228 4.68658
H -1.10349 -0.98165 5.52159
C -3.60471 -2.48352 -1.64091
C -3.89979 -2.14871 -0.18850
O -4.19633 -0.77854 -0.15755
O -2.47379 -1.75754 -2.11369
H -4.40797 -2.26557 -2.34474
H -3.38979 -3.54987 -1.71004
H -3.04078 -2.31152 0.46242
H -4.79649 -2.71058 0.07292
H -4.92558 -0.65752 0.45495
H -1.88161 -2.33580 -2.60004
C -3.84588 1.30743 2.88241
C -4.20687 2.16981 1.66760
O -3.01143 2.74910 1.15816
O -3.49184 2.10860 4.03940
H -3.00351 0.63176 2.73415
H -4.69256 0.63464 3.01866
H -4.90520 2.97472 1.89684
H -4.65013 1.52603 0.90787
H -2.57971 2.02974 0.69153
H -2.67671 2.58483 3.86514
```

E_HOMO = -11.666 eV
Max |F| = 2.593 eV/A
LUMO level = -2.73 eV
E = -1975.559900 Ha
Net charge = +1